{"formula": "C31H54F2IN3O11PS", "method": "ωB97M-V/def2-TZVPD", "homo_ev": -11.23, "e_tot_ha": -3441.66744, "total_charge": 1, "gap_ev": 7.190, "symbols": ["C", "O", "C", "C", "C", "C", "C", "C", "C", "C", "C", "C", "C", "C", "O", "C", "S", "I", "C", "N", "C", "C", "C", "N", "O", "P", "C", "C", "C", "N", "C", "C", "O", "C", "C", "O", "H", "H", "H", "H", "H", "H", "H", "H", "H", "H", "H", "H", "H", "H", "H", "H", "H", "H", "H", "H", "H", "H", "H", "H", "H", "H", "H", "H", "H", "H", "H", "H", "H", "H", "H", "H", "H", "H", "H", "H", "H", "H", "H", "H", "H", "H", "H", "H", "C", "C", "O", "C", "O", "O", "F", "H", "H", "H", "C", "C", "O", "C", "O", "O", "F", "H", "H", "H"], "positions_angstrom": [[5.5344, -6.7435, 1.3277], [5.1171, -5.7716, 0.2890], [4.7562, -4.4938, 0.9377], [5.5765, -3.3068, 0.1451], [4.5435, -2.0533, -0.0718], [4.9447, -0.6749, 0.7288], [4.8080, 0.6964, -0.2186], [3.2909, 0.8237, -0.9071], [3.2936, 0.9253, -2.5250], [2.3385, -0.0928, -3.3537], [1.0338, -0.6856, -2.5659], [-0.0715, 0.4117, -2.0877], [-1.2636, -0.1844, -1.0868], [-0.7353, -1.2322, 0.0312], [0.4371, -0.6738, 0.7870], [0.0228, 0.2535, 1.8291], [0.3739, 2.0031, 1.1384], [1.4223, 0.0958, 3.5631], [-1.5418, 0.2589, 2.2480], [-2.2569, -1.0912, 2.2189], [-1.8511, -1.8551, 3.4708], [-2.2901, -1.2329, 4.9030], [-0.9982, -1.4556, 5.9406], [-0.1896, -2.7650, 5.9959], [-0.6097, -0.5087, 6.8266], [-3.9756, -0.6445, 2.2446], [-5.1199, -1.8004, 3.1791], [-4.6505, 0.0778, 0.6398], [-1.8491, -1.9538, 0.9968], [-2.9826, -2.6596, 0.3318], [-2.7080, -3.2059, -1.0472], [-1.5957, -4.4304, -1.3018], [-3.3723, -2.8421, -2.1800], [-3.5045, -3.8841, 1.0390], [-5.1345, -4.2043, 0.8286], [-2.8343, -4.8180, 1.7021], [6.7071, -6.6752, 1.4717], [5.2235, -7.8252, 0.9345], [4.9632, -6.6029, 2.3537], [5.0551, -4.4403, 2.0823], [3.5868, -4.4015, 0.8715], [5.8137, -3.7361, -0.9370], [6.5906, -3.0001, 0.6408], [4.4480, -1.7576, -1.2239], [3.4275, -2.3157, 0.2609], [6.0723, -0.7994, 1.0953], [4.3009, -0.5285, 1.7225], [5.6769, 0.8100, -0.9923], [4.9246, 1.5974, 0.5557], [2.6602, -0.0292, -0.4245], [2.8537, 1.8493, -0.4897], [3.0778, 2.0485, -2.8477], [4.4135, 0.7196, -2.8845], [3.0106, -1.0344, -3.6490], [2.0698, 0.4142, -4.4008], [1.4721, -1.3568, -1.6807], [0.4872, -1.4434, -3.2928], [0.4525, 1.3701, -1.6722], [-0.6521, 0.7619, -3.0706], [-1.7820, 0.8026, -0.6588], [-2.0780, -0.6177, -1.8451], [-0.2208, -2.1346, -0.5630], [-0.8876, 2.6099, 0.8403], [-2.1385, 0.9375, 1.4661], [-1.6373, 0.8456, 3.2561], [-2.3868, -2.9200, 3.4017], [-0.6869, -2.1193, 3.4866], [-3.1541, -1.9163, 5.3633], [-2.6857, -0.1322, 4.8978], [0.6631, -2.6269, 5.3756], [0.1296, -2.9631, 6.9732], [-5.4338, -1.2673, 4.1998], [-4.5635, -2.7839, 3.4958], [-6.1186, -2.1050, 2.6300], [-3.8718, 0.2931, -0.2130], [-5.2311, 1.0850, 0.8823], [-5.4614, -0.6526, 0.1870], [-1.1972, -2.8299, 1.4928], [-0.9566, -4.0879, -2.2393], [-0.8347, -4.5308, -0.4116], [-2.0987, -5.4443, -1.6028], [-5.5956, -4.7340, 1.7871], [-5.3505, -4.7712, -0.1725], [-5.6434, -3.1469, 0.7648], [0.2192, 7.1019, -1.1486], [1.3423, 6.4270, -0.4381], [0.9078, 5.0905, -0.3296], [0.0968, 4.8927, -1.4066], [-0.2493, 3.7950, -1.8103], [-0.2757, 6.0753, -1.9847], [1.4948, 6.9278, 0.8083], [-0.5745, 7.4313, -0.4697], [0.5553, 7.9595, -1.7377], [2.2973, 6.4614, -0.9733], [-2.5370, 7.1880, -4.8693], [-1.8646, 8.5056, -4.6869], [-1.2248, 8.7232, -5.9239], [-1.9948, 8.0724, -6.8406], [-1.9250, 8.2531, -8.0449], [-2.8612, 7.1971, -6.2451], [-0.9178, 8.4348, -3.7244], [-1.8748, 6.3416, -4.6582], [-3.4364, 7.0914, -4.2552], [-2.5496, 9.3337, -4.4760]], "forces_ev_per_angstrom": [[-0.079, -1.203, -0.252], [0.025, 0.221, 3.184], [0.785, 0.517, -0.110], [-1.565, -0.286, -1.118], [-0.600, 1.234, -0.227], [0.726, 0.184, -0.050], [-0.384, 0.243, 1.406], [0.586, 0.996, 1.104], [0.893, 0.374, -0.384], [0.429, -0.562, -0.736], [0.067, -0.754, -0.242], [0.060, 0.028, -0.830], [-0.327, 1.477, -1.247], [0.307, -0.424, -1.914], [-3.128, -0.389, 1.282], [-0.700, 0.918, -1.302], [-1.015, 0.193, 0.432], [-0.817, -0.201, -1.007], [0.242, 2.519, -1.229], [1.177, -0.862, -0.455], [-0.114, -2.994, 1.869], [0.458, -1.039, 1.096], [2.964, 4.129, 5.007], [-0.814, 1.983, -1.187], [-3.202, -5.519, -5.647], [-2.657, 3.154, 1.775], [-0.844, -1.670, 1.105], [-1.312, -0.268, -1.800], [3.987, -2.761, 0.169], [0.177, -0.743, -0.113], [-1.968, -0.055, -7.564], [0.659, 1.170, -0.164], [3.893, -1.707, 8.245], [0.139, -5.894, 2.670], [0.280, 1.675, 0.319], [-2.871, 6.429, -3.631], [-2.443, -0.204, -0.127], [0.910, 2.372, 0.776], [1.221, -0.084, -2.103], [-0.575, -0.386, -2.293], [2.246, 0.145, -0.028], [-0.408, 0.792, 2.420], [-2.103, -0.596, -0.748], [0.365, -0.766, 2.404], [2.447, 0.247, -0.722], [-2.372, 0.475, -0.811], [1.249, -0.334, -2.244], [-1.689, -0.483, 1.346], [-0.150, -1.839, -1.783], [0.957, 1.513, -1.254], [0.756, -2.292, -0.886], [0.304, -2.413, 0.758], [-2.447, 0.447, 0.692], [-1.568, 1.916, 0.689], [0.310, -1.087, 2.390], [-1.043, 1.615, -1.705], [1.129, 1.446, 1.391], [-1.091, -1.977, -0.474], [1.277, -0.689, 2.158], [1.157, -2.251, -0.542], [1.772, 0.360, 2.045], [-1.279, 1.987, 1.346], [1.320, -1.257, 0.471], [1.482, -1.601, 1.596], [0.026, -1.697, -1.778], [1.309, 2.326, -0.036], [-2.580, 1.039, -0.509], [1.898, 1.544, -1.036], [1.157, -2.110, 0.094], [-1.390, -0.274, 1.084], [-0.390, 0.842, -1.188], [0.828, -0.976, -2.416], [-1.181, 1.700, -0.674], [2.185, 0.677, 0.881], [-1.382, -0.567, 1.840], [1.512, -2.153, -0.199], [1.743, 1.354, 0.753], [-1.274, 1.972, -0.907], [-1.524, -0.591, 1.899], [-1.784, -0.043, -1.585], [0.749, 2.096, 0.891], [1.422, 0.855, -2.251], [0.621, 0.965, 2.029], [0.898, -2.120, -0.153], [-0.272, 1.329, -0.347], [0.482, 0.413, 0.835], [-0.377, -0.201, -0.951], [-1.037, -2.160, -1.145], [0.611, 2.346, 0.994], [0.271, -1.359, 0.280], [0.197, -0.013, 0.077], [0.238, -0.096, 0.122], [-0.139, -0.275, -0.044], [-0.020, -0.002, 0.211], [-0.678, -0.899, 0.603], [0.429, 0.310, 0.209], [-0.763, -0.222, -0.093], [0.066, 0.190, -3.704], [-0.151, -0.527, 3.139], [0.500, 0.692, -0.471], [0.246, 0.215, 0.386], [0.117, 0.254, 0.096], [0.041, 0.006, -0.264], [0.203, -0.007, 0.116]]}